1.
The following is a quantum chemistry calculation of C5H10O in the gas phase, from the Open Molecules 2025 dataset.

Values from the calculation:
ΔE to the lowest compared entry with this formula, charge and spin	128.7	kcal/mol
charge	0
2S+1	1
DFT total energy	-7389.18572	eV
orbital gap	8.597	eV
M	86.13	Da

```
16
Properties=species:S:1:pos:R:3:forces:R:3:mulliken_charge:R:1
C -0.728 -1.531 -1.150 -0.073 0.004 -0.003 -1.24
C 0.554 -0.787 -0.778 -0.052 0.057 0.086 -0.34
C 0.345 0.705 -0.526 -0.237 -0.307 0.442 0.09
C -0.803 1.063 0.803 -0.478 0.030 -0.149 -0.93
C 1.068 1.088 1.051 0.560 0.048 0.366 -0.55
O 1.602 1.302 -0.167 0.245 0.109 -0.065 -0.27
H -1.275 -0.972 -1.917 0.049 -0.094 0.091 0.32
H -1.398 -1.675 -0.294 0.144 0.033 -0.108 0.33
H -0.502 -2.526 -1.549 -0.010 0.172 0.046 0.36
H 1.231 -0.791 -1.642 -0.064 0.036 0.092 0.27
H 1.094 -1.319 0.022 -0.053 0.084 -0.056 0.25
H -1.509 0.374 0.355 -0.307 0.055 -0.017 0.37
H -0.890 0.837 1.896 0.372 -0.003 -0.434 0.31
H -1.121 2.090 0.651 -0.091 -0.094 -0.083 0.30
H 1.301 0.159 1.571 0.056 0.064 -0.175 0.33
H 1.030 1.984 1.671 -0.062 -0.194 -0.032 0.39
```
Positions in Å, forces in eV/Å.

=====

2.
The following is a quantum chemistry calculation of a gas-phase ion, C2H6N5 (charge +1) in a non-equilibrium geometry, from the Open Molecules 2025 dataset.

Values from the calculation:
ΔE to the lowest compared entry with this formula, charge and spin	141.5	kcal/mol
charge	+1
2S+1	1
DFT total energy	-9608.88183	eV
orbital gap	8.732	eV
M	100.10	Da

```
13
Properties=species:S:1:pos:R:3:forces:R:3:mulliken_charge:R:1
C 2.063 0.003 -0.236 -0.441 -1.146 -1.154 -0.67
N 0.711 0.349 -0.144 -3.614 0.295 0.767 -0.33
C 0.242 1.463 0.133 2.863 2.031 0.189 0.18
N -1.158 1.792 0.063 -0.760 1.094 -0.248 -0.48
N -2.051 1.052 -0.116 0.985 -1.671 1.492 0.95
N -2.548 0.010 -0.411 -0.849 0.156 -1.646 -0.17
N -3.466 -0.772 0.166 1.083 0.643 1.200 -0.30
H 2.620 0.960 -0.219 0.805 -1.247 -0.383 0.35
H 2.241 -0.741 0.543 0.461 0.499 0.449 0.29
H 1.973 -0.737 -1.115 1.417 1.681 0.558 0.28
H 0.846 2.453 0.369 -1.284 -2.053 -0.436 0.30
H -4.020 -1.199 -0.530 -0.493 -0.704 -0.941 0.29
H -3.082 -1.424 0.852 -0.173 0.422 0.156 0.31
```
Positions in Å, forces in eV/Å.

=====

3.
The following is a quantum chemistry calculation of a molecular structure, C13H11Cl2NO2Os in a non-equilibrium geometry, from the Open Molecules 2025 dataset.

Values from the calculation:
ΔE to the lowest compared entry with this formula, charge and spin	25.6	kcal/mol
charge	+2
2S+1	5
DFT total energy	-46734.24528	eV
orbital gap (spin up / spin down)	5.843 / 3.954	eV
M	474.37	Da

```
30
Properties=species:S:1:pos:R:3:forces:R:3:mulliken_spin:R:1
Cl -1.300 -3.075 1.459 -1.096 -1.882 0.698 0.93
C 1.566 -1.118 -0.903 -0.797 -0.120 -0.609 0.04
C 0.737 -0.489 -1.895 0.747 -0.815 0.199 0.21
C -0.374 -1.342 -2.163 -0.056 -0.593 0.255 -0.04
H 0.956 0.452 -2.378 -0.244 -0.045 -0.028 0.01
C -0.295 -2.525 -1.329 1.650 0.284 -1.346 0.14
C 0.934 -2.355 -0.550 -0.118 -0.920 -0.884 0.06
H 1.255 -3.088 0.152 0.517 -0.309 0.293 0.00
H 2.488 -0.697 -0.511 -0.181 -0.355 0.059 0.00
H -1.170 -1.115 -2.853 -0.039 -0.084 -0.122 0.00
C -1.270 -3.654 -1.285 0.509 0.726 0.083 0.18
Os -0.534 -0.893 0.026 1.512 3.092 -0.785 1.28
C -2.098 0.086 -0.353 -5.384 1.780 0.786 -0.01
O -3.110 0.657 -0.512 3.518 -1.589 0.002 0.04
C -0.400 -0.807 1.919 -0.789 0.022 3.482 0.06
O -0.482 -0.891 3.071 0.607 0.473 -2.053 0.08
H -2.240 -3.273 -1.598 -0.091 -0.555 -0.209 -0.01
H -1.368 -3.857 -0.182 -0.306 -0.640 0.073 -0.01
H -0.901 -4.575 -1.739 -0.294 0.087 -0.073 0.02
Cl -1.041 4.197 3.046 0.777 -0.769 -1.055 0.27
C -0.081 3.407 1.873 -0.962 1.512 1.535 0.25
C 1.065 4.018 1.370 1.245 0.781 -0.490 0.02
C 1.789 3.315 0.433 0.279 1.610 0.695 0.03
C 1.369 2.047 0.050 -0.003 -0.087 0.100 0.22
N 0.291 1.442 0.549 -1.233 1.225 0.902 -0.01
C -0.464 2.127 1.432 0.729 -1.425 -1.073 0.23
H 1.376 5.019 1.711 -0.230 -0.600 -0.172 0.00
H 2.695 3.739 -0.001 -0.236 -0.099 0.097 0.00
H 1.982 1.551 -0.683 -0.144 -0.479 -0.122 0.03
H -1.373 1.698 1.846 0.115 -0.225 -0.238 0.00
```
Positions in Å, forces in eV/Å.

=====

4.
The following is a quantum chemistry calculation of C8H9NO2 in the gas phase in a non-equilibrium geometry, from the Open Molecules 2025 dataset.

Values from the calculation:
ΔE to the lowest compared entry with this formula, charge and spin	175.2	kcal/mol
charge	0
2S+1	1
DFT total energy	-14019.29435	eV
orbital gap (spin up / spin down)	7.400 / 7.500	eV
M	151.17	Da

```
20
Properties=species:S:1:pos:R:3:forces:R:3:mulliken_charge:R:1
C 1.480 -1.895 1.121 -0.027 0.018 0.068 -1.51
C 0.728 -0.894 0.314 0.433 0.209 -0.381 0.98
C 0.935 0.458 0.388 0.278 -0.430 -0.319 -0.89
C 0.065 1.383 -0.381 -0.201 0.414 0.439 0.10
C -0.101 0.934 -1.902 0.198 0.033 -0.531 -0.71
C -0.819 -0.228 -1.341 -1.490 1.172 1.579 -0.06
C -0.063 -1.253 -0.806 -0.312 -0.235 0.519 -0.42
C -1.390 1.007 -0.084 1.291 -0.990 -3.084 -0.76
N -1.820 0.723 1.220 -0.600 -0.182 1.129 0.97
O -3.006 0.923 1.453 -0.023 -0.086 0.023 -0.63
O -1.032 0.291 2.052 -0.171 0.086 0.160 -0.59
H 2.092 -2.537 0.487 0.022 -0.061 -0.004 0.36
H 0.778 -2.522 1.665 0.010 -0.074 0.094 0.32
H 2.119 -1.392 1.840 0.110 -0.044 0.082 0.37
H 1.722 0.865 1.000 0.015 0.074 0.258 0.37
H 0.337 2.432 -0.237 0.037 0.022 -0.021 0.51
H 0.806 0.702 -2.459 0.062 0.029 0.095 0.35
H -0.699 1.675 -2.428 -0.032 0.094 0.040 0.30
H 0.034 -2.215 -1.283 0.317 -0.067 -0.309 0.47
H -2.165 1.544 -0.619 0.082 0.018 0.163 0.48
```
Positions in Å, forces in eV/Å.

=====

5.
The following is a quantum chemistry calculation of C2H3N3O6 in the gas phase in a non-equilibrium geometry, from the Open Molecules 2025 dataset.

Values from the calculation:
ΔE to the lowest compared entry with this formula, charge and spin	67.5	kcal/mol
charge	0
2S+1	1
DFT total energy	-18866.46468	eV
orbital gap (spin up / spin down)	9.531 / 9.531	eV
M	165.06	Da

```
14
Properties=species:S:1:pos:R:3:forces:R:3:mulliken_charge:R:1
C 2.130 -0.308 -0.067 4.510 1.330 -0.478 -0.62
O 1.078 -0.278 -0.952 -1.443 -0.601 -1.371 -0.31
N -0.062 -0.911 -0.356 -0.028 0.542 1.052 0.70
O -0.064 -2.072 -0.009 0.545 0.204 -0.749 -0.57
C -0.937 0.012 -0.115 -1.776 -0.107 0.318 -0.06
N -0.655 1.455 -0.415 0.616 -1.783 3.816 1.14
O -0.013 2.023 0.449 0.296 -0.121 -0.260 -0.54
O -1.183 1.922 -1.333 -1.439 1.405 -3.186 -0.56
N -2.292 -0.319 0.597 2.058 1.959 -0.431 0.98
O -2.609 -1.463 0.632 -0.487 -0.359 0.026 -0.50
O -2.818 0.666 1.094 0.202 -0.979 -0.548 -0.53
H 2.776 0.679 -0.198 -1.535 -1.884 -0.090 0.25
H 1.791 -0.251 0.921 -0.440 -0.251 1.610 0.34
H 2.857 -1.153 -0.247 -1.077 0.646 0.289 0.28
```
Positions in Å, forces in eV/Å.

=====

6.
The following is a quantum chemistry calculation of a gas-phase ion, C3H8NO (charge +1) in a non-equilibrium geometry, from the Open Molecules 2025 dataset.

Values from the calculation:
ΔE to the lowest compared entry with this formula, charge and spin	100.6	kcal/mol
charge	+1
2S+1	1
DFT total energy	-6766.80690	eV
orbital gap (spin up / spin down)	7.886 / 8.670	eV
M	74.10	Da

```
13
Properties=species:S:1:pos:R:3:forces:R:3:mulliken_charge:R:1
C 1.178 0.012 0.077 -1.102 -1.519 2.081 -0.37
C -0.042 0.987 -0.270 1.300 0.709 -0.022 -0.49
C -1.332 0.312 0.176 -0.287 2.094 1.167 -0.16
N 0.712 -1.409 0.069 0.570 2.674 -3.684 -0.23
O -1.552 -0.862 -0.301 0.654 -2.252 -0.999 -0.33
H 0.548 -1.951 -0.793 0.587 0.811 -0.055 0.32
H 1.603 0.295 1.098 -0.760 -0.758 -1.291 0.34
H 1.944 0.094 -0.650 0.635 0.094 -0.862 0.31
H -0.010 1.284 -1.358 -0.158 -0.593 1.130 0.35
H 0.167 1.894 0.342 -0.389 -0.454 -0.590 0.31
H -1.581 0.347 1.278 0.256 0.594 -0.911 0.37
H -2.026 0.954 -0.444 -0.483 -0.064 0.549 0.29
H 0.390 -1.957 0.776 -0.823 -1.336 3.486 0.30
```
Positions in Å, forces in eV/Å.